1.
Entry from OMol25: C5H11NO2 in the gas phase at a distorted geometry (ωB97M-V with the def2-TZVPD basis set).

```
19
Properties=species:S:1:pos:R:3:lowdin_charge:R:1
O 0.76 0.22 -1.82 0.053
C 0.18 1.23 -1.54 -0.277
C -1.22 1.44 -1.01 -0.130
C -1.24 0.80 0.47 -0.214
C -0.10 0.06 1.12 -0.261
N -0.03 -1.47 0.92 -0.013
C 1.45 -1.93 0.65 -0.238
O 1.65 -2.06 -0.74 -0.131
H 0.51 2.31 -1.79 0.140
H -1.39 2.49 -0.84 0.090
H -2.02 0.81 -1.62 0.160
H -2.21 0.23 0.72 0.124
H -1.47 1.77 1.06 0.121
H -0.24 0.00 2.24 0.117
H 0.76 0.77 0.94 0.116
H -0.67 -1.68 0.27 0.028
H 1.58 -2.82 1.22 0.092
H 2.11 -1.09 0.99 0.114
H 1.62 -1.11 -1.24 0.111
```

Results
E_HOMO = -8.54 eV
Relative energy (zero: lowest compared OMol25 entry of this formula, charge and spin) = 93.1 kcal/mol
Structure (SMILES) = O=CCCCNCO
Charge = 0
Gap between HOMO and LUMO = 8.8 eV
Electronic energy = -402.22971 a.u.



2.
Entry from OMol25: C5H11NO2 in the gas phase at a distorted geometry (ωB97M-V with the def2-TZVPD basis set).

```
19
Properties=species:S:1:pos:R:3:lowdin_charge:R:1
C 1.63 0.04 1.51 -0.106
O 1.52 -0.50 0.19 -0.199
C 0.59 -1.58 0.12 -0.207
C -0.61 -1.20 -0.76 -0.158
N -1.47 -0.20 -0.14 0.058
C -1.37 1.15 -0.21 -0.542
C -0.42 1.78 -1.18 0.002
O -2.07 1.83 0.55 0.019
H 2.05 -0.71 2.18 0.087
H 0.65 0.37 1.88 0.087
H 2.30 0.90 1.47 0.090
H 1.12 -2.42 -0.35 0.120
H 0.26 -1.90 1.11 0.121
H -1.23 -2.09 -0.93 0.121
H -0.26 -0.84 -1.73 0.114
H -2.12 -0.51 0.57 0.146
H -0.36 1.23 -2.12 0.074
H -0.78 2.79 -1.43 0.089
H 0.57 1.86 -0.73 0.083
```

Results
E_HOMO = -9.41 eV
Relative energy (zero: lowest compared OMol25 entry of this formula, charge and spin) = 22.3 kcal/mol
Structure (SMILES) = COCCNC(C)=O
Charge = 0
Gap between HOMO and LUMO = 10.3 eV
Electronic energy = -402.34263 a.u.



Question: Which formula does entry 2 have?
Answer: C5H11NO2



Copy entry 2 word for word.
Entry from OMol25: C5H11NO2 in the gas phase at a distorted geometry (ωB97M-V with the def2-TZVPD basis set).

```
19
Properties=species:S:1:pos:R:3:lowdin_charge:R:1
C 1.63 0.04 1.51 -0.106
O 1.52 -0.50 0.19 -0.199
C 0.59 -1.58 0.12 -0.207
C -0.61 -1.20 -0.76 -0.158
N -1.47 -0.20 -0.14 0.058
C -1.37 1.15 -0.21 -0.542
C -0.42 1.78 -1.18 0.002
O -2.07 1.83 0.55 0.019
H 2.05 -0.71 2.18 0.087
H 0.65 0.37 1.88 0.087
H 2.30 0.90 1.47 0.090
H 1.12 -2.42 -0.35 0.120
H 0.26 -1.90 1.11 0.121
H -1.23 -2.09 -0.93 0.121
H -0.26 -0.84 -1.73 0.114
H -2.12 -0.51 0.57 0.146
H -0.36 1.23 -2.12 0.074
H -0.78 2.79 -1.43 0.089
H 0.57 1.86 -0.73 0.083
```

Results
E_HOMO = -9.41 eV
Relative energy (zero: lowest compared OMol25 entry of this formula, charge and spin) = 22.3 kcal/mol
Structure (SMILES) = COCCNC(C)=O
Charge = 0
Gap between HOMO and LUMO = 10.3 eV
Electronic energy = -402.34263 a.u.



Question: What is the formula in the second record?
Answer: C5H11NO2



Question: The highest relative energy (zero: lowest compared OMol25 entry of this formula, charge and spin) belongs to which entry?
Answer: number 1